Entry 1:
This record from OMol25 describes 9 unconnected molecules or ions with the total composition C46H55BrFN9O4P3 at a distorted geometry. The level of theory is the ωB97M-V functional and the def2-TZVPD basis.

**Frontier orbital gap**: 5.610 eV
**Net charge**: -1
**E_tot**: -6277.57909 hartree
**HOMO energy**: -0.1291 Eh

```
119
Properties=species:S:1:pos:R:3:forces:R:3
C 4.648 -0.553 -1.695 -0.3 0.1 -0.4
C 3.715 0.361 -1.979 -0.1 -0.5 -0.1
P 2.415 1.081 -0.809 0.4 0.3 -0.1
C 2.204 -0.572 0.098 0.1 0.1 0.0
F 2.611 2.609 -1.685 0.1 -0.1 0.0
C 1.186 1.983 0.347 -0.1 -0.2 -0.2
C -0.258 1.554 0.393 -0.2 0.6 1.2
O -1.058 2.319 -0.563 0.3 -0.6 -0.5
C -2.236 1.737 -0.808 -0.3 0.0 0.3
O -3.057 1.504 0.044 0.1 -0.1 -0.3
P 4.159 1.795 0.529 0.5 -0.3 0.5
N 3.623 3.327 1.129 0.2 -0.1 -0.2
O 5.391 2.286 -0.501 -0.2 0.3 0.1
P 0.689 0.495 -2.272 -0.8 -0.5 0.4
O 1.375 -0.793 -3.088 0.2 0.3 -0.4
Br 0.545 2.086 -3.887 0.2 -0.1 -0.2
H 5.543 -0.607 -2.315 -0.3 -0.4 -0.2
H 4.579 -1.295 -0.907 0.2 0.5 0.4
H 3.721 0.789 -2.981 0.4 0.6 0.3
H 3.122 -0.731 0.670 -0.1 -0.1 0.0
H 1.383 -0.581 0.814 -0.1 0.0 -0.1
H 2.113 -1.400 -0.610 -0.1 0.0 0.0
H 1.242 3.057 0.172 -0.1 -0.1 0.0
H 1.563 1.828 1.361 0.1 0.0 -0.1
H -0.419 0.485 0.240 0.0 0.0 -0.3
H -0.658 1.777 1.390 0.0 0.0 -0.1
H -2.379 1.466 -1.861 0.0 0.3 -0.1
H 3.298 3.951 0.393 -0.1 0.1 0.1
H 4.401 3.751 1.619 -0.1 0.2 0.0
H 5.102 3.103 -0.929 0.0 -0.2 -0.3
H 1.154 -0.712 -4.025 0.0 -0.2 0.1
N 1.162 6.124 -0.862 0.0 0.1 0.0
C 1.449 7.283 -0.275 0.0 0.0 0.0
C 0.614 7.914 0.634 0.0 0.0 0.0
C -0.592 7.308 0.949 0.0 0.0 0.0
C -0.907 6.102 0.346 0.0 0.0 0.0
C 0.001 5.550 -0.548 0.0 -0.1 -0.1
H 2.401 7.726 -0.550 0.0 0.0 0.0
H 0.904 8.855 1.082 0.0 0.0 0.0
H -1.273 7.767 1.655 0.0 0.0 0.0
H -1.834 5.590 0.562 0.0 0.0 0.0
H -0.211 4.603 -1.032 0.0 0.0 0.0
N -0.142 5.556 -6.862 0.0 0.1 0.0
C -0.895 6.651 -6.949 0.0 0.0 0.0
C -1.252 7.429 -5.858 0.0 0.0 0.0
C -0.802 7.049 -4.602 0.0 0.0 0.0
C -0.019 5.913 -4.492 0.0 0.0 0.1
C 0.280 5.206 -5.648 0.1 0.0 -0.1
H -1.230 6.916 -7.947 0.0 0.0 0.0
H -1.866 8.310 -5.992 0.0 0.0 0.0
H -1.057 7.628 -3.723 0.0 0.0 0.0
H 0.358 5.576 -3.535 0.0 0.0 0.0
H 0.896 4.317 -5.596 0.0 0.0 0.0
N -3.862 -0.887 5.230 0.0 0.0 0.0
C -2.996 -1.082 4.236 0.0 0.0 0.0
C -3.071 -0.438 3.010 0.0 0.0 0.0
C -4.103 0.464 2.799 -0.1 0.0 0.1
C -5.011 0.679 3.825 0.1 -0.1 0.0
C -4.848 -0.017 5.015 0.1 -0.1 0.1
H -2.203 -1.796 4.435 0.0 0.0 0.0
H -2.339 -0.635 2.238 0.0 0.0 0.0
H -4.186 0.984 1.856 0.0 0.0 0.0
H -5.836 1.368 3.710 0.0 0.0 0.0
H -5.546 0.119 5.832 -0.1 0.0 0.0
N -8.103 0.115 4.936 -0.1 0.2 0.1
C -9.155 0.929 4.974 0.0 -0.1 0.0
C -10.440 0.530 4.639 0.0 0.0 0.0
C -10.638 -0.782 4.235 0.0 0.0 0.0
C -9.550 -1.637 4.187 -0.1 0.0 0.0
C -8.308 -1.141 4.554 0.3 -0.1 0.0
H -8.955 1.950 5.283 0.0 0.0 0.0
H -11.262 1.232 4.688 0.0 0.0 0.0
H -11.626 -1.130 3.960 0.0 0.0 0.0
H -9.655 -2.668 3.875 0.0 0.0 0.0
H -7.422 -1.770 4.539 -0.1 -0.1 0.0
N 4.118 -5.376 -1.426 0.0 0.0 0.0
C 4.904 -5.661 -2.464 0.0 0.0 0.1
C 4.745 -5.098 -3.721 -0.1 0.0 0.0
C 3.710 -4.195 -3.913 0.0 0.0 0.0
C 2.882 -3.889 -2.846 0.0 0.0 0.0
C 3.132 -4.503 -1.628 0.0 0.0 0.0
H 5.696 -6.376 -2.278 0.0 0.0 -0.1
H 5.415 -5.361 -4.527 0.0 0.0 0.0
H 3.553 -3.732 -4.879 0.0 0.0 0.0
H 2.071 -3.182 -2.952 0.0 0.1 0.1
H 2.512 -4.284 -0.766 0.0 0.0 0.0
N 6.909 -8.010 -4.094 0.1 0.0 -0.1
C 6.714 -7.725 -5.379 -0.1 0.0 0.0
C 7.714 -7.774 -6.339 0.0 0.0 0.0
C 8.992 -8.133 -5.942 0.0 0.0 0.0
C 9.213 -8.430 -4.608 0.0 0.0 0.0
C 8.141 -8.355 -3.730 0.0 0.0 0.1
H 5.701 -7.445 -5.650 0.0 0.0 0.0
H 7.493 -7.533 -7.370 0.0 0.0 0.0
H 9.800 -8.179 -6.660 0.0 0.0 0.0
H 10.193 -8.714 -4.250 0.0 0.0 0.0
H 8.274 -8.583 -2.678 0.0 0.0 0.0
N 1.756 1.875 3.815 0.0 0.0 0.1
C 3.011 1.926 4.255 -0.1 -0.1 0.0
C 3.445 1.243 5.383 0.0 0.0 0.0
C 2.534 0.472 6.087 0.0 0.0 0.0
C 1.225 0.413 5.638 0.0 0.0 0.0
C 0.890 1.131 4.500 0.0 0.0 -0.1
H 3.692 2.533 3.673 0.0 0.0 -0.1
H 4.478 1.314 5.698 0.0 0.0 0.0
H 2.839 -0.075 6.970 0.0 0.0 0.0
H 0.477 -0.175 6.154 0.0 0.0 0.0
H -0.124 1.109 4.113 0.0 0.0 0.0
N -5.892 -3.797 3.394 -0.1 0.0 0.0
C -5.843 -5.090 3.082 0.0 0.0 0.0
C -5.675 -5.562 1.788 0.0 0.0 0.0
C -5.558 -4.639 0.760 0.0 0.0 0.0
C -5.610 -3.291 1.069 0.0 0.0 0.0
C -5.775 -2.924 2.396 0.0 0.1 0.1
H -5.940 -5.781 3.913 0.0 0.0 0.0
H -5.638 -6.625 1.595 0.0 0.0 0.0
H -5.426 -4.967 -0.263 0.0 0.0 0.0
H -5.521 -2.534 0.301 0.0 0.0 0.0
H -5.812 -1.877 2.681 0.0 0.0 -0.1
```
Positions in Å, forces in eV/Å.

Here are the Löwdin charges for atoms 1 to 2, given in e: atom 1 (C): -0.094, atom 2 (C): -0.343

***

Entry 2:
This record from OMol25 describes a molecular structure, C46H55ClEuIN7S at a distorted geometry. The level of theory is the ωB97M-V functional and the def2-TZVPD basis.

**2S+1**: 7
**Frontier orbital gap (spin up / spin down)**: 4.072 / 5.149 eV
**Net charge**: -1
**⟨S²⟩**: 12.057
**Energy above the lowest of the compared OMol25 structures with the same formula, charge and spin**: 59.09 kcal per mole
**E_tot**: -4035.72652 hartree
**HOMO energy (spin up / spin down)**: -0.0697 / -0.1383 Eh

```
112
Properties=species:S:1:pos:R:3:forces:R:3
Eu -0.463 0.439 0.251 -0.1 0.1 0.1
C 2.836 0.784 -5.671 -0.1 0.0 0.0
C 1.515 1.445 -5.259 0.2 -0.1 0.1
C 1.361 1.659 -3.784 -0.1 0.2 -0.1
C 1.684 2.806 -3.050 -0.1 0.0 0.1
C 2.381 4.034 -3.556 0.1 -0.1 0.1
C 3.910 3.918 -3.477 -0.1 0.1 -0.1
C 1.248 2.564 -1.735 0.1 0.2 -0.1
C 1.214 3.596 -0.640 -0.1 -0.1 0.1
C 1.465 3.139 0.779 0.1 0.0 -0.1
C 1.925 3.981 1.814 -0.1 0.0 0.0
C 2.464 5.372 1.662 0.2 -0.2 -0.1
C 3.969 5.387 1.359 -0.1 0.1 0.0
C 1.780 3.253 2.995 0.0 0.1 0.0
C 1.248 1.987 2.627 -0.1 -0.1 0.0
C 0.910 0.943 3.509 0.2 0.5 0.2
C 0.511 -0.365 3.211 -0.1 -0.7 -0.5
N 0.450 -0.880 1.948 0.2 0.5 0.3
C 0.088 -2.197 2.052 0.1 -0.9 0.0
C -0.157 -3.046 0.969 0.1 0.4 0.1
C -0.195 -2.725 -0.395 0.0 -0.8 -0.1
N 0.093 -1.492 -0.917 0.3 -0.1 -0.7
C -0.023 -1.579 -2.273 -0.2 -0.8 0.8
C 0.316 -0.551 -3.166 0.1 0.5 -0.5
C 0.771 0.749 -2.870 -0.1 -0.2 0.0
N 0.700 1.333 -1.619 0.1 0.1 -0.1
C -0.466 -2.908 -2.623 0.0 0.3 -0.3
C -0.568 -3.621 -1.452 0.0 0.2 0.4
C -1.020 -5.037 -1.269 0.2 0.0 0.0
C 0.146 -6.029 -1.160 -0.1 0.0 0.0
C -0.725 -3.384 -4.018 0.2 0.0 0.1
C 0.521 -3.972 -4.691 -0.1 0.0 -0.1
C -0.113 -2.534 3.436 0.0 0.1 -0.1
C 0.138 -1.395 4.157 0.0 0.1 0.1
C 0.027 -1.205 5.638 0.2 -0.1 0.0
C 1.305 -1.603 6.386 -0.1 0.1 0.0
C -0.587 -3.860 3.942 0.2 0.0 0.0
C 0.541 -4.892 4.062 -0.1 0.0 0.0
N 1.063 1.950 1.260 0.2 0.0 0.0
C 2.110 3.695 4.386 0.1 -0.1 -0.1
C 3.504 3.245 4.845 -0.1 0.0 0.1
H 2.831 0.530 -6.735 0.0 0.0 0.0
H 2.994 -0.133 -5.101 0.0 0.0 0.0
H 3.679 1.448 -5.487 0.0 0.0 0.0
H 0.690 0.817 -5.609 0.0 0.0 0.0
H 1.421 2.406 -5.772 0.0 0.0 0.0
H 2.070 4.907 -2.980 -0.1 0.0 -0.1
H 2.078 4.224 -4.590 0.0 0.0 0.0
H 4.234 3.891 -2.436 0.0 0.0 0.0
H 4.395 4.762 -3.976 0.0 0.0 0.1
H 4.249 2.996 -3.948 0.0 0.0 0.0
H 1.959 4.355 -0.886 0.0 0.0 0.0
H 2.277 5.938 2.577 0.0 0.0 0.0
H 1.940 5.896 0.857 0.0 0.0 0.0
H 4.507 4.807 2.109 0.0 0.0 0.0
H 4.364 6.407 1.360 0.0 0.0 0.0
H 4.169 4.939 0.385 0.0 0.0 0.0
H 0.985 1.190 4.562 0.0 -0.1 0.0
H -0.420 -4.068 1.217 0.0 0.0 0.0
H 0.283 -0.805 -4.220 0.0 0.0 0.0
H -1.658 -5.327 -2.108 0.0 0.0 0.0
H -1.631 -5.107 -0.365 -0.1 0.0 0.0
H 0.779 -5.970 -2.046 0.0 0.0 0.0
H -0.220 -7.055 -1.063 0.0 0.0 0.0
H 0.766 -5.795 -0.294 0.0 0.0 0.0
H -1.093 -2.552 -4.625 -0.1 0.0 0.0
H -1.514 -4.142 -4.008 0.0 0.0 0.0
H 1.347 -3.260 -4.657 0.0 0.0 0.0
H 0.322 -4.216 -5.738 0.0 0.0 0.0
H 0.843 -4.882 -4.184 0.0 0.0 0.0
H -0.813 -1.794 6.019 0.0 0.0 0.0
H -0.202 -0.159 5.852 0.0 0.0 0.0
H 1.477 -2.678 6.313 0.0 0.0 0.0
H 1.241 -1.339 7.445 0.0 0.0 0.0
H 2.168 -1.093 5.955 0.0 0.0 0.0
H -1.354 -4.241 3.261 -0.1 0.0 0.1
H -1.058 -3.730 4.920 0.0 0.0 0.0
H 0.966 -5.115 3.082 0.0 0.0 0.0
H 0.178 -5.825 4.501 0.0 0.0 0.0
H 1.343 -4.506 4.693 0.0 0.0 0.0
H 1.364 3.296 5.079 0.0 0.0 0.0
H 2.046 4.784 4.447 0.0 0.0 0.0
H 3.622 2.173 4.685 0.0 0.0 0.0
H 3.656 3.455 5.907 0.0 0.0 0.0
H 4.281 3.761 4.279 0.0 0.0 0.0
C -5.043 -2.658 2.627 0.0 -0.1 0.1
N -5.180 -2.059 1.322 0.1 0.2 -0.2
C -6.326 -2.023 0.560 -0.1 -0.1 0.0
C -6.037 -1.409 -0.593 -0.1 0.0 0.0
N -4.683 -1.058 -0.562 -0.2 -0.2 0.4
C -4.138 -1.478 0.640 0.1 0.0 0.0
S -2.588 -1.471 1.216 -0.5 -0.3 0.3
C -4.067 -0.286 -1.562 0.3 0.3 -0.4
C -4.742 -0.080 -2.768 -0.1 -0.1 0.1
C -4.233 0.829 -3.673 0.1 0.1 0.1
C -3.078 1.521 -3.349 -0.1 0.0 -0.1
C -2.450 1.189 -2.166 0.1 0.0 0.0
N -2.894 0.275 -1.303 -0.3 0.1 -0.1
H -5.987 -2.570 3.164 0.0 0.0 0.0
H -4.254 -2.138 3.165 0.0 0.0 0.0
H -4.760 -3.710 2.544 0.0 0.0 0.0
H -7.259 -2.433 0.904 0.0 0.0 0.0
H -6.694 -1.149 -1.398 0.0 0.0 0.0
H -5.652 -0.613 -3.001 0.0 0.0 0.0
H -4.746 1.011 -4.608 0.0 0.0 0.0
H -2.663 2.286 -3.989 0.0 0.0 0.0
H -1.538 1.696 -1.876 0.0 0.1 -0.3
Cl -2.265 1.976 1.231 -0.7 0.8 0.5
I -0.984 5.093 -2.353 0.0 0.0 0.0
C -0.159 4.296 -0.516 0.1 0.0 -0.1
H -0.923 3.620 -0.144 0.0 0.0 0.0
H -0.097 5.151 0.150 0.0 0.0 0.0
```
Positions in Å, forces in eV/Å.

Here are the Löwdin charges for atoms 1 to 2, given in e: atom 1 (Eu): 1.596, atom 2 (C): -0.093

***

Entry 3:
This record from OMol25 describes 5 unconnected molecules or ions with the total composition C46H56Br2F3IN3O25PS at a distorted geometry. The level of theory is the ωB97M-V functional and the def2-TZVPD basis.

**Frontier orbital gap**: 7.012 eV
**Net charge**: 0
**E_tot**: -10316.35945 hartree
**HOMO energy**: -0.3219 Eh

```
138
Properties=species:S:1:pos:R:3:forces:R:3
C 1.703 3.780 1.564 -0.6 -0.1 -0.3
C 1.332 2.604 0.671 0.3 0.4 0.6
O 2.414 1.686 0.478 -0.4 -0.1 -0.2
C 2.059 0.828 -0.603 0.6 0.1 0.0
C 2.614 -0.597 -0.480 -1.0 0.5 -0.4
C 1.709 -1.560 0.349 1.7 0.8 0.4
C 2.375 -2.959 0.311 -0.3 0.0 0.7
C 2.105 -3.919 1.489 -0.4 -0.6 -0.4
C 0.785 -4.715 1.428 0.4 -0.1 0.3
C -0.398 -3.974 2.033 0.0 -0.2 0.6
N -1.617 -4.833 2.139 0.0 0.9 -0.1
C -2.777 -4.024 1.869 -0.8 0.0 0.2
C -3.108 -2.819 2.762 0.8 -0.2 -0.3
O -3.516 -4.290 0.958 0.1 -0.2 -0.1
C 1.658 -0.973 1.784 -0.5 -0.9 -0.3
C 3.021 -1.011 2.509 -0.3 -0.1 0.2
C 3.460 0.263 3.251 0.6 -0.3 0.4
F 2.517 1.216 3.298 -0.4 0.0 -0.2
Br 3.786 -0.214 5.152 -0.1 0.2 -0.2
C 4.805 0.871 2.678 -0.4 1.3 0.6
F 5.002 0.523 1.417 0.1 -0.4 -0.5
F 5.855 0.465 3.383 0.4 -0.6 0.0
Br 4.854 2.832 2.743 0.0 -0.3 0.1
O 0.342 -1.530 -0.113 0.6 0.0 -0.5
C 0.145 -1.859 -1.456 -1.1 -0.3 0.0
I -1.208 -3.593 -1.522 0.2 0.1 -0.1
C -0.616 -0.758 -2.245 0.0 -0.3 1.9
O 0.257 0.165 -2.862 -0.5 -0.3 -0.3
C 1.093 -0.390 -3.815 1.5 0.1 -1.0
C 1.467 0.654 -4.884 -0.8 0.3 0.6
C 1.819 2.038 -4.304 0.7 0.1 -0.4
C 3.320 2.260 -3.935 -0.5 0.0 0.3
C 4.088 0.960 -3.667 0.7 1.5 -0.7
S 5.734 1.322 -3.013 0.4 -0.7 1.8
O 5.722 2.481 -2.149 -0.2 -0.4 -0.9
O 6.209 0.095 -2.412 -0.2 0.5 -0.8
O 6.649 1.669 -4.299 -0.9 -0.3 0.3
O 0.501 -1.520 -4.459 -0.9 0.6 -0.3
N 1.498 -2.481 -4.782 0.9 -0.1 -0.2
O 1.662 -2.550 -5.930 -0.4 -0.2 0.3
P -1.686 0.288 -1.098 -0.7 1.6 -1.3
N -2.178 1.603 -1.820 0.3 -0.4 0.2
H 0.786 4.370 1.676 0.1 0.0 0.0
H 1.999 3.478 2.565 0.3 0.0 -0.1
H 2.433 4.420 1.068 0.2 -0.1 0.3
H 1.001 3.015 -0.290 -0.1 -0.2 0.0
H 0.503 2.053 1.140 -0.1 0.1 -0.2
H 2.462 1.274 -1.525 -0.2 0.0 0.1
H 0.975 0.835 -0.703 0.1 -0.2 0.0
H 3.625 -0.544 -0.079 -0.1 -0.1 0.0
H 2.723 -0.975 -1.503 0.1 -0.2 0.3
H 2.142 -3.491 -0.618 -0.1 0.2 0.0
H 3.454 -2.780 0.270 -0.1 0.0 0.0
H 2.163 -3.448 2.472 0.1 0.1 -0.1
H 2.906 -4.666 1.470 0.0 0.1 0.0
H 0.614 -5.070 0.411 -0.3 0.1 0.0
H 0.933 -5.614 2.037 -0.1 0.0 -0.1
H -0.651 -3.050 1.510 0.2 -0.2 -0.2
H -0.098 -3.673 3.049 0.0 0.1 -0.2
H -1.712 -5.113 3.110 0.1 -0.2 0.0
H -2.996 -3.054 3.822 0.0 0.0 0.0
H -2.389 -2.030 2.514 0.0 -0.1 0.2
H -4.093 -2.427 2.533 -0.1 -0.1 0.0
H 0.978 -1.628 2.339 0.0 0.2 0.1
H 1.173 0.000 1.745 0.3 0.1 0.0
H 3.832 -1.336 1.856 -0.1 0.2 0.0
H 2.952 -1.788 3.266 0.1 0.1 0.0
H 1.041 -2.196 -1.968 0.1 0.1 0.1
H -1.341 -1.200 -2.929 0.3 0.1 -0.2
H 2.047 -0.745 -3.389 -0.3 -0.2 0.4
H 0.606 0.763 -5.546 0.0 -0.1 0.1
H 2.282 0.245 -5.483 -0.1 0.0 0.0
H 1.216 2.313 -3.439 -0.2 -0.4 -0.1
H 1.576 2.765 -5.083 0.0 0.0 0.1
H 3.804 2.861 -4.706 0.1 -0.3 0.0
H 3.351 2.865 -3.026 0.1 0.0 -0.1
H 3.638 0.371 -2.872 0.3 -0.2 -0.1
H 4.229 0.416 -4.601 0.1 -0.4 0.3
H 7.403 2.164 -3.947 0.1 0.2 0.0
H -0.991 0.616 0.083 -0.2 -0.6 0.1
H -2.811 -0.498 -0.737 0.7 -0.4 0.3
H -1.823 1.692 -2.764 0.0 0.1 0.0
O -1.064 6.097 -2.077 0.1 0.3 0.1
C -2.250 6.234 -2.326 -0.3 -0.6 0.0
C -3.173 5.116 -2.448 0.4 -0.1 0.1
C -4.461 5.342 -2.735 0.1 -0.5 0.1
O -5.354 4.361 -2.857 0.0 0.4 0.0
C -4.992 6.729 -2.942 0.2 0.6 0.0
O -6.169 6.863 -3.218 -0.1 -0.2 0.0
C -4.071 7.849 -2.798 -0.3 -0.1 -0.1
C -2.786 7.622 -2.507 0.0 0.5 0.0
O -1.898 8.607 -2.359 0.0 -0.4 0.0
H -2.780 4.116 -2.296 -0.1 0.0 0.0
H -6.199 4.797 -3.067 -0.1 0.0 0.0
H -4.467 8.845 -2.932 0.0 0.0 0.0
H -1.051 8.172 -2.154 0.1 0.0 0.0
O -3.861 3.918 5.219 -0.2 0.1 0.1
C -3.684 4.563 4.203 0.4 -0.4 -0.3
C -2.771 4.157 3.143 -0.1 -0.1 0.3
C -2.616 4.926 2.059 0.3 -0.5 -0.1
O -1.795 4.590 1.065 -0.3 0.4 0.1
C -3.363 6.219 1.898 -0.4 0.3 0.2
O -3.167 6.884 0.899 0.2 -0.1 -0.2
C -4.292 6.614 2.949 0.1 0.1 -0.2
C -4.447 5.841 4.029 -0.3 0.4 0.1
O -5.284 6.151 5.019 0.2 -0.2 -0.1
H -2.239 3.225 3.272 0.0 0.0 0.0
H -1.857 5.303 0.401 0.1 0.0 -0.1
H -4.836 7.538 2.815 0.0 0.0 0.0
H -5.201 5.432 5.672 0.0 0.0 0.1
O 8.106 -6.189 -1.264 0.2 0.2 0.1
C 7.201 -5.402 -1.461 -0.4 -0.4 -0.2
C 5.918 -5.785 -2.041 0.2 -0.1 0.1
C 4.974 -4.860 -2.242 -0.2 -0.4 -0.2
O 3.781 -5.154 -2.767 0.2 0.3 0.2
C 5.191 -3.419 -1.890 0.5 0.4 0.2
O 4.288 -2.630 -2.114 -0.1 -0.2 -0.2
C 6.464 -3.039 -1.291 -0.4 0.2 0.0
C 7.408 -3.965 -1.086 0.2 0.4 0.2
O 8.589 -3.676 -0.540 -0.2 -0.3 -0.2
H 5.773 -6.826 -2.293 0.0 0.0 0.0
H 3.296 -4.310 -2.808 -0.1 0.1 -0.1
H 6.601 -1.999 -1.029 0.0 0.0 -0.1
H 9.081 -4.517 -0.508 0.1 -0.1 0.0
O -10.346 -3.369 3.962 -0.1 -0.2 0.2
C -9.252 -3.875 3.798 0.2 0.4 -0.4
C -8.245 -3.337 2.895 -0.3 0.0 0.1
C -7.068 -3.961 2.755 0.0 0.5 -0.4
O -6.111 -3.515 1.945 -0.3 -0.4 0.4
C -6.747 -5.217 3.511 -0.2 -0.4 0.4
O -5.663 -5.740 3.331 0.1 0.2 -0.1
C -7.747 -5.742 4.431 0.3 0.0 -0.1
C -8.921 -5.117 4.570 0.0 -0.4 0.3
O -9.872 -5.550 5.398 0.1 0.3 -0.2
H -8.488 -2.433 2.355 0.0 0.0 0.0
H -5.368 -4.148 2.021 0.1 0.0 -0.4
H -7.499 -6.638 4.983 0.0 0.0 0.0
H -10.612 -4.922 5.304 -0.1 0.0 0.0
```
Positions in Å, forces in eV/Å.

Here are the Löwdin charges for atoms 1 to 2, given in e: atom 1 (C): -0.088, atom 2 (C): -0.260